(1)
The following is a DFT calculation (the ωB97M-V functional and the def2-TZVPD basis) of a molecular structure, C16H31NOsP2S at a distorted geometry.

Positions of all 52 atoms, in Å:
1 P 0.1217 -1.5184 1.7143
2 P 0.0022 1.4823 1.9317
3 C -0.1198 -0.6163 0.0891
4 C 0.2963 0.8503 0.2088
5 H -1.1814 -0.7069 -0.2011
6 H 0.4573 -1.1031 -0.7083
7 H 1.3696 0.9850 -0.0087
8 H -0.2579 1.4870 -0.4967
9 C -1.6983 2.1432 1.9023
10 H -1.8537 2.7822 2.7806
11 H -2.4311 1.3283 1.9234
12 H -1.8179 2.7312 0.9855
13 C 1.0567 2.9254 2.2062
14 H 1.0351 3.5504 1.3077
15 H 2.0841 2.6068 2.4129
16 H 0.6886 3.4948 3.0691
17 C -0.9943 -2.9390 1.7050
18 H -0.7428 -3.5950 2.5447
19 H -0.8899 -3.4907 0.7657
20 H -2.0355 -2.6131 1.8227
21 C 1.8477 -2.1126 1.6885
22 H 2.5391 -1.2894 1.9076
23 H 2.0548 -2.5298 0.6993
24 H 1.9643 -2.8922 2.4506
25 Os 0.1463 -0.1466 3.4324
26 C 0.5552 1.6956 -3.2861
27 C -0.7651 1.7462 -3.0747
28 C -1.8230 1.0040 -3.8375
29 C -1.4170 -0.3763 -4.4103
30 C -0.7300 -1.2716 -3.4188
31 C 0.5846 -1.3368 -3.1707
32 C 1.6643 -0.5409 -3.8409
33 C 1.2709 0.8775 -4.3230
34 C 0.0822 -1.7991 4.6906
35 H 1.2192 2.3550 -2.7104
36 H -1.1620 2.4624 -2.3464
37 H -2.1852 1.6237 -4.6741
38 H -2.6904 0.8583 -3.1747
39 H -2.3549 -0.8797 -4.6929
40 H -0.8438 -0.2491 -5.3367
41 H -1.4084 -1.9756 -2.9184
42 H 0.9558 -2.1026 -2.4802
43 H 2.0524 -1.0981 -4.7088
44 H 2.5102 -0.4431 -3.1424
45 H 2.2148 1.4008 -4.5436
46 H 0.7224 0.8175 -5.2710
47 H 0.7732 -1.5306 5.5086
48 H 0.2782 -2.8018 4.2847
49 H -0.9391 -1.7358 5.1141
50 S -0.0992 1.4749 5.1869
51 C -0.0601 0.7273 6.6741
52 N -0.0467 0.2845 7.7694

Force components x, y, z for each atom (eV/Å):
0.105 -1.153 -1.909
-1.578 1.817 -2.018
-0.249 -0.179 0.002
0.204 0.536 0.131
0.276 0.059 0.258
-0.084 -0.048 0.350
-0.303 -0.104 0.087
0.248 -0.237 0.214
0.132 0.276 -0.484
0.018 -0.171 -0.194
0.164 0.183 -0.031
-0.255 0.075 0.214
0.271 0.062 -0.148
0.050 0.061 0.175
-0.150 0.126 -0.078
0.045 -0.167 -0.223
0.038 -0.166 -0.237
-0.064 0.089 -0.206
-0.068 -0.056 0.151
0.266 0.002 -0.048
-0.176 -0.303 -0.251
-0.112 -0.202 -0.115
0.219 -0.040 0.128
0.025 0.189 -0.159
1.643 0.591 5.470
0.245 0.082 0.235
-0.089 0.126 -0.021
-0.238 0.104 0.096
-0.511 -0.801 0.053
-3.723 0.713 -1.050
3.940 0.026 0.072
-0.527 0.692 0.267
0.534 -0.137 -0.123
-0.988 -0.739 -0.087
-0.438 -0.227 -0.080
0.224 -0.157 -0.252
0.044 -0.128 0.268
0.235 -0.034 -0.239
0.326 0.153 0.024
0.108 -0.078 0.305
0.413 0.214 0.029
-0.249 0.077 -0.305
0.026 -0.337 0.243
-0.147 -0.242 -0.170
-0.331 -0.265 -0.112
0.142 0.173 0.231
0.064 -0.069 -0.263
-0.044 0.300 0.529
0.239 -0.395 0.010
0.194 0.143 -1.134
-0.126 -1.475 3.322
0.010 1.039 -2.930

Computed properties:
HOMO (spin up / spin down), eV: -14.390 / -14.433
LUMO (spin up / spin down), hartree: -0.236 / -0.404
Charge: +2
Frontier orbital gap (spin up / spin down), eV: 7.96 / 3.43
Relative energy (zero: lowest compared OMol25 entry of this formula, charge and spin), eV: 0.000
Multiplicity: 5



(2)
The following is a DFT calculation (the ωB97M-V functional and the def2-TZVPD basis) of 2 unconnected molecules or ions with the total composition CH9N2O.

Positions of all 13 atoms, in Å:
1 O -2.0904 -1.7253 0.8905
2 H -2.3525 -2.6526 0.9212
3 H 0.5408 -1.0706 -0.8135
4 H -2.3777 -1.3700 1.7501
5 N 0.3624 -0.1066 -1.2107
6 C 0.2966 0.8913 -0.0962
7 N 1.6377 1.1735 0.3423
8 H 1.1455 0.1457 -1.8440
9 H -0.5248 -0.1478 -1.7815
10 H -0.1049 1.8008 -0.5325
11 H -0.3401 0.4728 0.6805
12 H 2.0174 0.4896 0.9804
13 H 1.7898 2.0993 0.7132

Force components x, y, z for each atom (eV/Å):
-0.153 0.227 0.533
0.067 0.013 -0.100
0.018 0.055 -0.162
0.127 -0.168 -0.434
0.066 -0.252 0.106
0.559 0.375 0.211
0.354 -0.211 -0.072
-0.147 -0.086 0.004
0.028 0.027 0.048
-0.302 -0.018 0.132
-0.252 0.010 -0.233
-0.106 -0.072 0.035
-0.259 0.099 -0.068

Computed properties:
HOMO (spin up / spin down), eV: -3.248 / -10.285
LUMO (spin up / spin down), hartree: 0.032 / 0.020
Charge: 0
Frontier orbital gap (spin up / spin down), eV: 4.11 / 10.84
Relative energy (zero: lowest compared OMol25 entry of this formula, charge and spin), eV: 0.158
Multiplicity: 2



(3)
The following is a DFT calculation (the ωB97M-V functional and the def2-TZVPD basis) of a single C8H13NO5S molecule at a distorted geometry.

Positions of all 28 atoms, in Å:
1 C -2.7317 0.4103 -0.0795
2 C -1.9365 1.7379 -0.1254
3 C 1.9069 1.4044 0.9771
4 C 2.5719 0.1874 1.4297
5 C -1.8099 -0.6770 -0.5222
6 C 1.8723 0.1761 0.1331
7 C -0.4269 -0.0577 -0.6780
8 C -2.0195 -2.0362 0.2803
9 N 0.6263 -0.7003 0.1051
10 O -1.4259 0.6640 -2.9746
11 O -3.8872 0.2646 0.2242
12 O 1.0740 0.7145 -2.9785
13 O -0.0673 -1.4841 -2.9835
14 O -0.5793 1.3637 -0.2581
15 S -0.1465 0.1320 -2.4578
16 H -2.2682 2.3972 -0.8676
17 H -1.9195 2.3320 0.8046
18 H 0.8893 1.6982 1.2768
19 H 2.4337 2.3932 0.8201
20 H 3.6125 0.0682 1.5155
21 H 2.0503 -0.3677 2.1736
22 H -2.1446 -0.9608 -1.5196
23 H 2.3626 0.2545 -0.8308
24 H -2.1834 -1.6976 1.3609
25 H -1.0994 -2.5779 0.2090
26 H -2.9426 -2.3143 -0.1141
27 H 0.6846 -1.5582 -3.6935
28 H 0.2558 -0.7444 0.9732

Force components x, y, z for each atom (eV/Å):
-0.253 1.171 0.086
0.465 -0.834 2.072
-1.324 3.037 0.215
-0.484 -0.859 0.568
0.024 -1.842 -0.365
-0.637 -0.606 -1.039
0.193 0.934 2.015
1.223 4.234 2.056
1.741 2.503 -4.973
2.394 -0.835 1.360
0.509 0.102 -0.035
-0.744 -0.214 1.407
1.404 1.450 -0.541
0.245 -1.442 -1.248
-1.008 -0.785 -4.528
-0.508 0.680 -1.584
-0.698 -0.485 -0.039
0.747 -0.566 0.725
-0.108 -1.672 -0.598
1.185 0.226 -0.139
-0.214 -0.466 0.640
-0.161 0.250 -0.062
0.159 -0.571 0.210
0.206 -0.894 -1.219
-0.092 -1.031 -0.312
-1.140 -1.617 -0.380
-1.894 0.530 2.022
-1.230 -0.397 3.685

Computed properties:
HOMO, eV: -9.888
LUMO, hartree: 0.014
Charge: 0
Frontier orbital gap, eV: 10.27
Relative energy (zero: lowest compared OMol25 entry of this formula, charge and spin), eV: 2.435
Multiplicity: 1



(4)
The following is a DFT calculation (the ωB97M-V functional and the def2-TZVPD basis) of 2 unconnected molecules or ions with the total composition C4H12 at a distorted geometry.

Positions of all 16 atoms, in Å:
1 C -2.2237 -1.0167 -0.8940
2 C -2.1700 0.4036 -0.2231
3 H -1.4208 -1.0271 -1.6420
4 H -2.0940 -1.7579 -0.0851
5 H -3.1936 -1.1706 -1.4160
6 H -1.2998 0.4639 0.4596
7 H -2.1114 1.3086 -0.9347
8 H -2.9273 0.4656 0.5601
9 C 2.0274 0.2334 -0.2019
10 C 2.3417 0.3438 1.2999
11 H 2.1824 -0.7866 -0.4437
12 H 1.0480 0.5673 -0.3907
13 H 2.7480 0.7936 -0.9279
14 H 2.4460 1.4661 1.6181
15 H 3.3493 -0.1206 1.5695
16 H 1.4206 0.0137 1.7479

Force components x, y, z for each atom (eV/Å):
-0.213 1.513 0.180
0.659 0.067 0.143
-0.161 -0.568 0.255
0.033 0.108 -0.710
0.642 0.001 0.401
0.199 -0.043 -0.782
-0.460 -1.535 1.135
-0.686 0.462 -0.608
3.066 1.226 -0.493
1.448 2.790 -0.379
-0.401 -1.120 -0.581
-1.251 0.226 -0.427
-1.143 -0.675 1.481
-0.198 -1.903 -0.561
-1.801 0.163 -0.069
0.267 -0.710 1.016

Computed properties:
HOMO, eV: -11.429
LUMO, hartree: 0.040
Charge: 0
Frontier orbital gap, eV: 12.52
Relative energy (zero: lowest compared OMol25 entry of this formula, charge and spin), eV: 0.782
Multiplicity: 1



(5)
The following is a DFT calculation (the ωB97M-V functional and the def2-TZVPD basis) of a molecular structure, C55H50AsBrN5O7PSTa at a distorted geometry.

Positions of all 122 atoms, in Å:
1 Ta -1.3000 -0.3026 -0.4932
2 O 1.2004 0.3725 -1.8540
3 C 2.5307 0.5283 -1.2951
4 C 4.0610 1.8275 -2.2396
5 C 5.4350 1.4362 -1.6686
6 C 5.1135 -0.1885 -0.2219
7 C 3.8568 -0.6536 0.4093
8 C 2.6588 -0.3680 -0.0982
9 C 1.4790 -1.1503 0.3913
10 O 0.2614 -0.4810 0.4056
11 N 1.2785 -2.2940 -0.5067
12 N 0.0100 -2.7801 -0.4239
13 C -0.2327 -4.0312 -0.4791
14 C -1.5737 -4.5392 -0.4972
15 Br -2.8928 -3.1387 -0.7849
16 C -1.9944 -5.8087 -0.3963
17 C -1.1778 -6.9743 -0.1056
18 C -1.5550 -8.1945 -0.6836
19 C -0.8059 -9.3344 -0.4659
20 C 0.3001 -9.2935 0.3738
21 C 0.6487 -8.1034 1.0010
22 C -0.0693 -6.9489 0.7513
23 H 1.2134 0.8273 -2.7058
24 H 4.0664 2.5101 -3.0843
25 H 6.3071 1.8514 -2.1634
26 H 5.9373 -0.8203 0.1033
27 H 3.9346 -1.3026 1.2783
28 H 1.6830 -1.5120 1.4080
29 H 2.0305 -2.9740 -0.4443
30 H 0.5641 -4.7702 -0.5646
31 H -3.0488 -6.0043 -0.5658
32 H -2.4249 -8.2367 -1.3277
33 H -1.0930 -10.2672 -0.9315
34 H 0.8728 -10.1908 0.5631
35 H 1.4705 -8.0859 1.7039
36 H 0.1799 -6.0378 1.2822
37 C -1.2189 -3.3374 -3.9255
38 C -1.1893 -1.8647 -4.0884
39 N -1.2839 -0.9636 -3.1244
40 C -1.2664 0.2704 -3.7462
41 C -1.1566 0.1070 -5.1017
42 N -1.1114 -1.2405 -5.2827
43 C -1.0656 0.9920 -6.3179
44 O -1.1137 2.2886 -6.1293
45 O -0.9450 0.4547 -7.3798
46 C -1.3974 1.4679 -2.9277
47 O -1.3180 2.5956 -3.3265
48 O -1.6091 1.1376 -1.6462
49 H -0.7726 -3.6203 -2.9762
50 H -0.6820 -3.8291 -4.7351
51 H -2.2501 -3.6969 -3.9404
52 H -1.0314 -1.6545 -6.2060
53 H -1.2164 2.5748 -5.2041
54 O -2.1971 -1.4479 1.7774
55 H -3.0892 -1.8084 1.8545
56 H -1.7006 -1.7541 2.5479
57 S -6.0302 0.6061 0.6566
58 C -4.3458 0.4250 0.6723
59 N -3.7911 -0.0712 -0.4076
60 C -4.7633 -0.3573 -1.3689
61 C -4.5685 -0.8951 -2.6426
62 C -5.6650 -1.1326 -3.4431
63 C -6.9617 -0.8436 -3.0034
64 C -7.1754 -0.3018 -1.7541
65 C -6.0679 -0.0552 -0.9494
66 H -3.7732 0.7158 1.5400
67 H -3.5699 -1.1249 -2.9826
68 H -5.5280 -1.5481 -4.4323
69 H -7.8040 -1.0532 -3.6477
70 H -8.1729 -0.0723 -1.4047
71 C 0.2100 2.6241 0.4918
72 C 0.7757 3.7572 1.3385
73 As 2.5690 4.3602 0.6382
74 C 3.4019 2.6428 0.1301
75 C 4.5972 2.2838 0.6072
76 C 5.5004 1.3398 -0.1164
77 C 5.0430 -0.0582 -1.7663
78 C 3.6656 0.3332 -2.3419
79 C 2.9498 2.0574 -1.1815
80 C 3.4240 4.7502 2.3489
81 C 4.1149 5.9533 2.4606
82 C 4.7114 6.3114 3.6616
83 C 4.6158 5.4723 4.7607
84 C 3.9351 4.2664 4.6558
85 C 3.3442 3.9074 3.4547
86 P -1.0221 1.6107 1.3834
87 C -2.2899 2.8129 1.8320
88 C -3.1114 3.3011 0.8116
89 C -3.9549 4.3689 1.0600
90 C -3.9776 4.9575 2.3202
91 C -3.1623 4.4709 3.3323
92 C -2.3171 3.3965 3.0972
93 C -0.2125 0.9423 2.8534
94 C -0.9858 0.4153 3.8911
95 C -0.3747 -0.1373 5.0053
96 C 1.0122 -0.1877 5.0854
97 C 1.7827 0.3086 4.0423
98 C 1.1775 0.8671 2.9272
99 H 0.9936 1.9370 0.1789
100 H -0.2825 3.0101 -0.4037
101 H 0.8908 3.4772 2.3855
102 H 0.1218 4.6281 1.3059
103 H 4.9781 2.7475 1.5120
104 H 6.5140 1.4434 0.2636
105 H 5.6075 -0.7912 -2.3350
106 H 3.3597 -0.1535 -3.2677
107 H 2.1506 2.6747 -1.6056
108 H 4.1811 6.6140 1.6041
109 H 5.2471 7.2478 3.7387
110 H 5.0673 5.7552 5.7021
111 H 3.8633 3.6056 5.5105
112 H 2.8253 2.9593 3.3840
113 H -3.0735 2.8549 -0.1769
114 H -4.5890 4.7530 0.2721
115 H -4.6279 5.8007 2.5092
116 H -3.1784 4.9348 4.3092
117 H -1.6744 3.0305 3.8876
118 H -2.0673 0.4553 3.8322
119 H -0.9772 -0.5343 5.8116
120 H 1.4885 -0.6067 5.9615
121 H 2.8636 0.2628 4.0918
122 H 1.8022 1.2364 2.1212

Force components x, y, z for each atom (eV/Å):
-2.136 -2.237 0.256
0.004 0.071 -0.044
0.235 -0.072 -0.054
0.038 0.149 -0.033
0.112 -0.017 0.005
-0.088 -0.068 0.028
0.027 -0.056 0.137
-0.405 0.212 -0.095
1.331 -0.918 0.081
0.215 0.712 0.048
-0.045 0.091 -0.311
-0.417 0.506 -0.082
0.271 0.005 -0.026
-0.544 0.355 -0.052
0.035 -0.118 -0.068
-0.111 0.263 -0.104
0.189 -0.370 0.014
0.002 0.157 -0.044
0.054 -0.135 0.022
-0.067 0.107 0.027
0.093 -0.044 -0.006
-0.163 0.126 0.008
0.013 -0.077 -0.033
-0.036 -0.002 0.000
-0.020 0.018 -0.011
0.031 0.057 -0.010
-0.091 0.000 0.008
-0.192 0.226 0.072
-0.033 -0.047 0.094
0.043 0.048 0.082
-0.006 0.026 0.001
-0.023 -0.008 0.024
-0.016 0.015 -0.019
-0.015 -0.015 0.003
0.028 0.017 -0.035
0.008 -0.023 0.037
0.004 -0.094 -0.118
0.056 -0.196 0.222
0.134 0.498 0.834
-0.063 -0.332 -0.051
-0.006 0.195 0.157
-0.007 0.033 0.007
-0.006 -0.325 0.244
0.008 0.366 -0.291
-0.012 0.038 -0.031
0.370 0.287 -1.469
-0.148 -0.069 0.436
0.340 0.458 0.848
0.023 0.028 -0.056
0.019 0.003 0.008
0.005 0.008 0.004
0.008 -0.028 -0.006
0.012 -0.142 0.118
0.171 0.450 -0.616
0.008 -0.123 -0.126
0.177 0.134 -0.043
0.101 -0.086 -0.130
-0.144 -0.031 0.070
1.275 -0.184 0.592
-0.378 -0.008 -0.292
0.144 0.014 0.007
0.024 0.031 0.005
-0.026 0.002 0.074
-0.119 0.045 -0.018
0.308 -0.010 0.158
-0.046 -0.007 -0.008
-0.061 -0.016 -0.041
0.023 -0.008 0.004
-0.009 0.027 -0.002
-0.013 -0.007 -0.029
0.054 -0.121 0.116
0.263 0.031 0.057
-0.079 -0.048 0.160
-0.033 0.176 -0.046
-0.023 -0.010 0.211
-0.097 0.105 -0.047
0.125 -0.120 0.004
-0.160 0.005 -0.163
0.023 0.139 0.097
-0.104 -0.060 -0.151
-0.061 -0.037 -0.154
0.033 0.020 0.054
0.008 0.022 0.006
-0.032 -0.065 -0.018
0.023 -0.008 0.017
-0.151 0.488 -0.305
0.031 -0.272 -0.014
0.057 -0.006 -0.003
-0.038 0.032 -0.036
0.047 -0.070 0.005
-0.062 0.055 0.054
0.017 -0.063 0.011
-0.244 -0.174 -0.115
-0.043 0.130 -0.019
-0.029 -0.109 0.038
-0.005 0.051 -0.061
0.044 -0.054 0.029
-0.007 0.037 -0.085
-0.022 -0.009 -0.040
0.012 -0.064 -0.025
0.039 -0.020 -0.014
-0.013 -0.006 -0.006
0.005 0.027 -0.031
0.005 -0.041 -0.028
-0.005 0.006 -0.004
-0.008 -0.043 0.022
-0.064 -0.137 -0.044
0.024 0.031 0.032
-0.010 0.008 0.001
0.025 0.010 -0.014
0.015 0.019 0.012
-0.022 -0.019 0.003
-0.025 0.057 -0.021
0.013 0.001 -0.010
-0.008 -0.002 0.008
0.004 -0.006 0.003
-0.003 0.047 -0.002
-0.014 0.043 0.081
-0.009 0.048 0.013
-0.001 -0.018 -0.005
-0.004 0.030 0.031
0.011 0.058 0.018

Computed properties:
HOMO, eV: -14.456
LUMO, hartree: -0.353
Charge: +3
Frontier orbital gap, eV: 4.85
Relative energy (zero: lowest compared OMol25 entry of this formula, charge and spin), eV: 3.195
Multiplicity: 1



(6)
The following is a DFT calculation (the ωB97M-V functional and the def2-TZVPD basis) of 2 unconnected molecules or ions with the total composition CHClO2S at a distorted geometry.

Positions of all 6 atoms, in Å:
1 C -2.1654 1.0303 -0.4963
2 O -2.5920 0.5794 0.4156
3 O 0.4327 0.7843 -0.1475
4 S 1.9410 1.2764 0.3479
5 Cl 3.2596 -0.0754 -0.2986
6 H 0.0142 1.3406 -0.9455

Force components x, y, z for each atom (eV/Å):
0.825 1.069 -2.140
-1.135 -1.079 2.157
-0.502 1.482 -1.902
-1.169 0.590 0.054
0.118 -0.445 -0.419
1.863 -1.618 2.250

Computed properties:
HOMO, eV: -9.050
LUMO, hartree: 0.014
Charge: 0
Frontier orbital gap, eV: 9.42
Relative energy (zero: lowest compared OMol25 entry of this formula, charge and spin), eV: 0.336
Multiplicity: 1



(7)
The following is a DFT calculation (the ωB97M-V functional and the def2-TZVPD basis) of a molecular structure, N3O9Rb at a distorted geometry.

Positions of all 13 atoms, in Å:
1 Rb -0.7245 0.4259 0.0323
2 N -3.5529 1.7912 1.7783
3 O -2.4809 1.2121 2.2585
4 O -4.6096 1.7893 2.4351
5 O -3.5441 2.1538 0.7072
6 N 0.8086 -1.7687 -2.8764
7 O 0.2917 -2.5269 -3.6167
8 O 1.6283 -1.0353 -3.2385
9 O 0.4234 -1.6540 -1.7485
10 N 3.0528 -0.0168 1.0806
11 O 3.3557 -0.4226 2.2594
12 O 2.0139 0.6646 0.7854
13 O 3.3377 -0.6125 0.1433

Force components x, y, z for each atom (eV/Å):
0.511 -0.163 0.089
0.701 -4.769 7.591
-1.004 0.812 0.102
-0.159 0.269 1.118
0.495 3.602 -8.972
-1.470 0.343 1.196
-2.624 -4.630 -3.772
6.070 4.613 -3.052
-2.386 -0.197 5.556
-5.505 -1.029 3.147
0.422 2.034 -0.460
-1.115 3.580 3.015
6.063 -4.463 -5.558

Computed properties:
HOMO, eV: -2.069
LUMO, hartree: 0.166
Charge: -2
Frontier orbital gap, eV: 6.60
Relative energy (zero: lowest compared OMol25 entry of this formula, charge and spin), eV: 2.173
Multiplicity: 1